The following is a quantum chemistry calculation of 2 unconnected molecules or ions with the total composition C3H4N2O in a non-equilibrium geometry, from the Open Molecules 2025 dataset.

Last column: Löwdin charge in e.
Geometry (Å):
N -2.0797 -0.3350 -0.0900  0.10
C -0.8184 -0.8173 0.0004  -0.15
N 0.1456 -1.4590 0.0765  -0.12
O 1.2733 -1.9201 0.1502  -0.05
C 2.0418 0.7920 0.0548  0.00
C 1.0184 1.4184 -0.0343  -0.02
H -2.3650 0.2347 0.6957  0.10
H -2.3007 0.0922 -0.9803  0.10
H 2.9335 0.2104 0.1325  0.03
H 0.1391 2.0183 -0.1153  0.02

Values from the calculation:
2S+1: 1
Relative energy (zero: lowest compared OMol25 entry of this formula, charge and spin), kJ/mol: 567.23
SMILES string: NC#[N+][O-].C#C